Record 1
{"formula": "C4H4O2", "method": "the ωB97M-V functional and the def2-TZVPD basis", "e_above_lowest_kj_mol": 539.2, "charge": 0, "homo_lumo_gap_ev": [8.62, 8.62], "homo_ev": [-8.628, -8.629], "e_tot_ha": -305.07409, "elements": ["O", "C", "C", "C", "O", "C", "H", "H", "H", "H"], "coordinates": [[-0.383, -1.891, -1.036], [-0.202, -0.786, -0.606], [0.670, 0.381, -0.962], [-1.400, -0.058, 0.880], [-0.760, 1.126, 0.889], [0.378, 0.345, 0.543], [0.220, 1.160, -1.588], [1.702, 0.157, -1.254], [-1.357, -0.645, 1.816], [1.130, 0.211, 1.319]], "lowdin_charge": [0.098, -0.345, -0.007, 0.076, -0.116, -0.199, 0.132, 0.129, 0.079, 0.153]}


Record 2
{"formula": "C39H42F4MoN6O4S", "method": "the ωB97M-V functional and the def2-TZVPD basis", "charge": 0, "homo_lumo_gap_ev": [7.15, 6.81], "homo_ev": [-7.147, -7.321], "spin_multiplicity": 3, "e_tot_ha": -3006.74285, "elements": ["Mo", "C", "O", "C", "C", "C", "C", "C", "C", "N", "N", "C", "O", "C", "C", "C", "C", "C", "C", "C", "O", "H", "H", "H", "H", "H", "H", "H", "H", "H", "H", "H", "H", "C", "C", "N", "C", "C", "C", "C", "N", "C", "C", "F", "C", "F", "C", "C", "F", "C", "F", "H", "H", "H", "H", "H", "H", "H", "H", "H", "H", "H", "H", "H", "H", "H", "C", "C", "N", "C", "C", "C", "S", "N", "C", "O", "C", "C", "C", "C", "C", "C", "H", "H", "H", "H", "H", "H", "H", "H", "H", "H", "H", "H", "H", "H", "H"], "coordinates": [[0.598, -0.639, -0.018], [-1.007, -4.799, 0.949], [-2.001, -4.312, 0.043], [-1.603, -4.021, -1.223], [-2.222, -4.650, -2.280], [-1.924, -4.309, -3.603], [-1.013, -3.307, -3.850], [-0.399, -2.634, -2.785], [0.440, -1.492, -3.069], [0.915, -0.690, -2.200], [1.576, 0.416, -2.759], [1.917, 1.207, -1.803], [1.719, 0.899, -0.548], [2.584, 2.491, -2.095], [3.238, 3.166, -1.071], [3.872, 4.374, -1.331], [3.841, 4.911, -2.611], [3.172, 4.242, -3.631], [2.543, 3.034, -3.375], [-0.676, -2.997, -1.468], [-0.103, -2.376, -0.451], [-1.390, -5.705, 1.414], [-0.807, -4.051, 1.715], [-0.084, -5.036, 0.428], [-2.958, -5.411, -2.048], [-2.421, -4.816, -4.420], [-0.775, -3.008, -4.867], [0.631, -1.234, -4.108], [3.231, 2.746, -0.073], [4.383, 4.898, -0.533], [4.332, 5.856, -2.815], [3.135, 4.668, -4.627], [2.014, 2.500, -4.156], [3.437, -3.854, 1.563], [2.451, -3.157, 0.625], [2.605, -1.680, 0.442], [3.593, -1.357, -0.631], [5.031, -1.833, -0.445], [2.915, -0.992, 1.713], [1.789, -1.203, 2.719], [0.489, -1.341, 2.036], [-0.631, -1.407, 2.847], [-1.922, -1.375, 2.288], [-2.053, -1.304, 0.955], [-3.084, -1.396, 3.027], [-4.249, -1.337, 2.365], [-3.082, -1.471, 4.402], [-1.839, -1.535, 4.984], [-1.736, -1.626, 6.320], [-0.665, -1.515, 4.257], [0.461, -1.630, 4.999], [3.265, -4.930, 1.479], [4.483, -3.669, 1.331], [3.267, -3.584, 2.606], [2.502, -3.600, -0.371], [1.451, -3.316, 0.996], [3.197, -1.767, -1.556], [3.598, -0.279, -0.733], [5.130, -2.914, -0.531], [5.634, -1.387, -1.240], [5.457, -1.512, 0.508], [3.852, -1.350, 2.140], [3.034, 0.067, 1.482], [2.004, -2.082, 3.323], [1.802, -0.346, 3.395], [-3.993, -1.488, 4.985], [-3.995, 3.666, 1.522], [-2.607, 4.297, 1.529], [-1.546, 3.389, 1.994], [-1.164, 3.465, 3.409], [-1.917, 2.474, 4.292], [-1.015, 2.467, 1.165], [0.198, 1.422, 1.765], [-1.514, 2.510, -0.091], [-1.498, 1.521, -0.939], [-1.056, 0.336, -0.782], [-2.143, 1.763, -2.273], [-2.607, 3.023, -2.636], [-3.182, 3.222, -3.883], [-3.309, 2.160, -4.772], [-2.861, 0.897, -4.408], [-2.279, 0.702, -3.163], [-4.724, 4.362, 1.097], [-4.322, 3.406, 2.531], [-3.992, 2.760, 0.913], [-2.587, 5.161, 2.190], [-2.354, 4.633, 0.529], [-1.363, 4.486, 3.736], [-0.093, 3.298, 3.490], [-2.992, 2.666, 4.273], [-1.573, 2.564, 5.327], [-1.739, 1.450, 3.960], [-2.505, 3.840, -1.931], [-3.535, 4.208, -4.161], [-3.762, 2.317, -5.745], [-2.971, 0.062, -5.091], [-1.944, -0.280, -2.861]], "mulliken_spin": [1.829, 0.003, 0.000, -0.005, 0.009, 0.005, 0.006, 0.008, 0.054, -0.061, 0.017, 0.003, 0.030, -0.003, 0.005, -0.001, 0.002, -0.001, 0.002, 0.010, 0.079, 0.000, -0.002, 0.000, 0.000, 0.001, 0.000, -0.005, 0.002, 0.000, 0.000, 0.000, 0.000, -0.001, 0.027, -0.076, 0.006, -0.002, 0.003, -0.015, -0.008, -0.001, 0.016, -0.005, 0.000, 0.000, 0.007, -0.002, 0.000, 0.002, 0.000, 0.000, 0.000, 0.000, -0.001, 0.001, -0.001, 0.000, 0.000, 0.000, 0.000, 0.019, -0.005, -0.004, 0.003, 0.001, 0.000, 0.001, 0.002, -0.003, 0.003, -0.003, -0.024, 0.023, 0.024, 0.024, 0.000, 0.001, 0.000, 0.001, 0.001, 0.006, 0.000, 0.000, 0.000, 0.000, 0.000, 0.000, 0.000, 0.000, 0.000, -0.002, 0.000, 0.000, 0.000, 0.000, -0.004]}


Record 3
{"formula": "C5H10O2", "method": "the ωB97M-V functional and the def2-TZVPD basis", "e_above_lowest_kj_mol": 680.3, "charge": 0, "homo_lumo_gap_ev": [8.05, 8.25], "homo_ev": [-7.768, -7.711], "e_tot_ha": -346.76632, "elements": ["O", "C", "C", "C", "C", "C", "O", "H", "H", "H", "H", "H", "H", "H", "H", "H", "H"], "coordinates": [[2.857, -0.068, -0.975], [2.068, -0.156, 0.184], [0.606, -0.427, -0.182], [-1.588, -1.060, 0.126], [-1.916, 0.326, 0.407], [-0.641, 1.199, 0.202], [0.120, 0.725, -0.856], [2.478, 0.644, -1.508], [2.107, 0.766, 0.785], [2.466, -0.983, 0.780], [0.590, -1.325, -0.806], [-1.772, -1.834, 0.868], [-1.602, -1.390, -0.908], [-2.341, 0.521, 1.395], [-2.612, 0.698, -0.361], [0.110, -0.016, 0.892], [-0.784, 2.286, 0.134]], "lowdin_charge": [-0.049, -0.243, -0.261, -0.025, -0.264, -0.164, -0.120, 0.090, 0.125, 0.128, 0.131, 0.072, 0.076, 0.110, 0.122, 0.161, 0.111]}


Record 4
{"formula": "C5H9NS2", "method": "the ωB97M-V functional and the def2-TZVPD basis", "e_above_lowest_kj_mol": 258.0, "charge": 0, "homo_lumo_gap_ev": 8.77, "homo_ev": -8.276, "e_tot_ha": -1046.95007, "elements": ["N", "C", "S", "S", "C", "C", "C", "C", "H", "H", "H", "H", "H", "H", "H", "H", "H"], "coordinates": [[3.341, -0.496, 0.148], [2.159, 0.052, 0.151], [1.869, 1.703, 0.032], [1.024, -1.227, -0.147], [-0.726, -0.886, -0.003], [-1.041, 0.228, -0.997], [-1.947, 0.989, -0.047], [-1.555, -0.017, 1.149], [4.146, 0.056, 0.159], [3.319, -1.609, -0.026], [-1.177, -1.816, -0.178], [-0.062, 0.719, -1.255], [-1.544, 0.019, -1.990], [-1.850, 2.157, -0.009], [-2.969, 0.561, -0.466], [-2.214, -0.794, 1.677], [-0.773, 0.361, 1.803]], "lowdin_charge": [-0.034, -1.214, 0.570, 0.942, -0.550, -0.323, -0.177, -0.104, 0.075, 0.147, 0.064, 0.028, 0.120, 0.134, 0.130, 0.116, 0.075]}


Record 5
{"formula": "C5H28N4O9", "method": "the ωB97M-V functional and the def2-TZVPD basis", "e_above_lowest_kj_mol": 2834.2, "charge": 0, "homo_lumo_gap_ev": 5.94, "homo_ev": -6.843, "e_tot_ha": -1102.49603, "elements": ["O", "H", "H", "O", "H", "H", "O", "H", "H", "O", "H", "H", "O", "H", "H", "O", "H", "H", "C", "O", "N", "N", "H", "H", "H", "H", "C", "O", "N", "N", "H", "H", "H", "H", "C", "C", "C", "O", "H", "H", "H", "H", "H", "H", "H", "H"], "coordinates": [[-0.883, 2.746, 1.566], [-1.813, 2.861, 1.368], [-0.790, 1.811, 1.749], [2.180, 1.580, 0.093], [1.764, 1.744, 0.940], [2.073, 2.400, -0.390], [0.345, 0.113, 0.461], [0.008, 0.694, -0.221], [0.803, 0.696, 1.067], [-0.164, -0.480, 2.426], [0.386, 0.087, 1.885], [-1.060, -0.261, 2.169], [2.207, -0.556, -0.611], [1.523, 0.099, -0.752], [3.027, -0.073, -0.716], [0.970, 1.522, 1.736], [1.254, 2.436, 1.718], [0.449, 1.448, 2.535], [1.246, -2.965, 0.873], [1.332, -4.152, 1.190], [2.166, -2.311, 0.188], [0.188, -2.218, 1.152], [2.161, -1.337, -0.077], [3.002, -2.876, 0.135], [0.019, -1.300, 0.767], [-0.535, -2.588, 1.752], [-0.480, 2.354, -1.079], [-0.896, 1.263, -0.777], [-0.409, 2.814, -2.294], [-0.025, 3.160, -0.161], [-0.027, 3.718, -2.536], [-0.622, 2.119, -2.994], [0.413, 4.004, -0.499], [-0.142, 3.026, 0.834], [-0.793, -0.825, -0.859], [-1.471, -2.105, -1.321], [-2.950, -2.245, -0.783], [-1.495, -2.236, -2.722], [-1.319, 0.122, -0.737], [0.078, -0.643, -1.489], [-0.349, -1.139, 0.086], [-0.853, -2.907, -0.919], [-3.665, -1.509, -1.149], [-2.965, -2.215, 0.306], [-3.248, -3.281, -0.942], [-0.638, -2.593, -2.968]], "lowdin_charge": [0.135, 0.157, 0.088, -0.006, -0.128, 0.074, -0.262, -0.087, -0.182, -0.017, -0.023, 0.084, 0.136, 0.077, 0.134, 0.062, 0.175, 0.155, -0.717, -0.034, 0.172, 0.115, -0.313, 0.107, -0.024, 0.136, -0.623, 0.047, 0.229, 0.155, 0.128, 0.144, 0.132, -0.171, -0.073, -0.418, -0.031, -0.055, 0.010, 0.120, -0.010, 0.128, 0.068, 0.056, 0.068, 0.084]}